Entry 1:
57
Properties=species:S:1:pos:R:3:forces:R:3:mulliken_charge:R:1 method="wB97M-V/def2-TZVPD" gap_ev=8.846 smiles="COc1ccc(Cc2nc3ccc(C(=O)N4CCN(C)[C@@H](C)C4)cc3o2)cc1OC" e_above_lowest_kj_mol=227.8
C 7.683833 -0.943474 -2.401415 0.1 0.0 -0.2 -0.957
H 8.093431 0.053598 -2.593625 0.0 0.0 0.0 0.356
O 7.331752 -1.109067 -1.051294 -0.2 0.1 0.4 -0.431
C 6.352595 -0.304534 -0.519919 0.1 -0.1 0.0 1.370
C 5.715172 0.693724 -1.247800 0.1 -0.1 -0.1 -0.392
C 4.748599 1.503587 -0.680318 0.0 0.0 0.1 -1.057
C 4.396029 1.336086 0.648294 0.2 0.0 0.0 0.308
C 5.009873 0.333309 1.376892 0.2 -0.1 -0.2 -0.817
C 5.983382 -0.495173 0.824878 -0.1 0.0 0.0 0.422
O 6.484291 -1.410738 1.701123 -0.1 0.4 -0.1 -0.462
C 7.329389 -2.454953 1.273514 0.3 -0.4 0.0 -0.743
H 8.294162 -2.080907 0.925504 -0.1 -0.1 0.0 0.246
H 7.477712 -3.077121 2.156350 0.0 0.0 -0.1 0.286
H 6.866782 -3.050681 0.483741 0.0 0.0 0.1 0.293
H 4.751148 0.160575 2.409995 0.0 0.0 0.1 0.382
C 3.318742 2.198581 1.264351 0.0 -0.3 0.0 -1.316
C 2.008367 1.742126 0.736285 -0.3 0.6 -0.4 0.885
N 1.367542 2.252406 -0.258700 0.6 0.5 0.1 -0.745
C 0.254110 1.458650 -0.416609 -0.2 -0.9 0.6 0.930
C -0.797738 1.506927 -1.320563 0.2 0.0 0.1 -0.967
C -1.780537 0.546240 -1.199202 -0.1 -0.1 0.1 0.060
C -1.732709 -0.443303 -0.208843 0.2 0.0 -0.2 0.131
C -0.676794 -0.516055 0.687953 0.2 0.0 0.2 -1.104
C 0.302115 0.449867 0.567850 -0.7 0.5 -1.0 0.421
O 1.429534 0.648505 1.296487 0.2 -0.2 0.4 -0.423
H -0.625937 -1.291633 1.434685 0.0 -0.1 0.1 0.483
C -2.786572 -1.511432 -0.171237 0.1 0.0 0.1 0.379
O -2.536169 -2.656900 -0.501649 0.2 -0.2 -0.1 -0.679
N -4.010853 -1.131019 0.254870 -0.3 0.0 0.1 0.168
C -4.396755 0.196643 0.668192 -0.2 0.4 -0.2 -1.005
H -3.534886 0.862710 0.643430 -0.1 0.0 0.1 0.473
H -4.770081 0.152362 1.699351 0.0 0.1 0.0 0.262
C -5.511560 0.726812 -0.260571 0.2 0.2 0.2 0.612
N -6.658011 -0.171967 -0.302767 -0.1 0.0 -0.2 0.039
C -7.516641 -0.161718 0.863400 0.1 0.1 0.0 -0.966
H -7.011160 -0.409324 1.806845 0.0 0.0 0.1 0.321
H -8.313244 -0.887045 0.704278 0.0 0.0 0.1 0.342
H -7.972884 0.820804 0.962639 -0.1 0.0 0.1 0.333
C -6.220707 -1.500319 -0.690809 0.1 -0.2 0.1 -0.878
C -5.117338 -2.065502 0.215999 -0.2 -0.3 -0.3 -0.772
H -4.740977 -3.013026 -0.171306 -0.1 0.1 0.1 0.473
H -5.498855 -2.218944 1.231809 0.0 0.0 0.0 0.281
H -7.081975 -2.170362 -0.690105 0.0 0.0 0.0 0.416
H -5.835515 -1.436002 -1.713543 0.0 -0.1 0.0 0.354
C -5.891759 2.154449 0.111911 0.1 -0.3 -0.1 -1.976
H -5.055821 2.817905 -0.095200 0.1 0.1 0.0 0.490
H -6.745622 2.475452 -0.478078 -0.1 0.1 0.0 0.421
H -6.137610 2.235727 1.167546 -0.1 0.1 0.1 0.373
H -5.111909 0.733590 -1.283940 0.1 0.0 0.1 0.222
H -2.609832 0.544679 -1.891663 -0.1 0.0 -0.1 0.495
H -0.834778 2.265884 -2.084585 0.0 0.1 -0.1 0.450
H 3.458077 3.241754 0.981684 -0.1 -0.1 0.1 0.361
H 3.328953 2.096424 2.349433 0.0 0.1 0.0 0.422
H 4.266171 2.263920 -1.274500 -0.1 0.1 -0.1 0.427
H 5.975634 0.852180 -2.281634 0.1 0.0 -0.1 0.384
H 6.833868 -1.124344 -3.067270 0.0 0.0 0.0 0.365
H 8.453959 -1.689916 -2.592167 0.0 0.1 -0.1 0.257

---

Entry 2:
59
Properties=species:S:1:pos:R:3:forces:R:3:mulliken_charge:R:1 method="wB97M-V/def2-TZVPD" gap_ev=8.364 smiles="CCn1cc(C(=O)NCc2ccco2)c(=O)c2cc(S(=O)(=O)N3CCCCCC3)ccc21" e_above_lowest_kj_mol=254.6
C -2.350582 4.696802 -2.005805 0.0 -0.2 0.1 -1.901
H -3.263973 5.164542 -2.365797 0.0 0.0 0.0 0.418
H -1.845640 5.404189 -1.353262 0.1 0.1 0.0 0.430
H -1.720063 4.484707 -2.865298 0.1 0.0 -0.1 0.430
C -2.733097 3.425721 -1.263962 -0.4 0.3 -0.2 -0.342
N -1.616468 2.665528 -0.710645 0.1 0.1 0.0 0.120
C -0.343306 3.070834 -0.851283 0.4 0.0 0.0 0.026
C 0.751736 2.417116 -0.371798 0.0 0.0 0.0 -1.071
C 0.601791 1.180995 0.359911 -0.1 0.2 -0.1 1.293
O 1.525159 0.499791 0.805341 -0.1 -0.1 0.1 -0.929
C -0.801663 0.770252 0.532181 -0.3 -0.2 0.1 0.082
C -1.059436 -0.395069 1.260451 0.0 0.1 0.0 -0.372
C -2.343183 -0.848771 1.420712 -0.1 -0.4 0.4 -0.143
C -3.406452 -0.139950 0.877541 -0.1 0.1 0.0 -1.080
C -3.182241 1.023202 0.176480 0.0 0.0 -0.1 -0.573
C -1.875237 1.502751 -0.013975 0.1 -0.6 0.4 0.514
H -4.030216 1.555729 -0.219777 -0.1 0.1 0.0 0.425
H -4.404657 -0.518263 1.032458 -0.2 0.0 0.0 0.545
S -2.665766 -2.376509 2.313416 0.1 -0.1 -0.1 1.355
O -1.831890 -2.379977 3.477604 0.2 0.0 -0.2 -0.721
O -4.088762 -2.484356 2.467390 0.0 0.1 -0.3 -0.753
N -2.163782 -3.586651 1.319396 -0.3 0.7 0.8 0.150
C -3.056774 -4.058249 0.295671 -0.7 0.2 -0.5 -1.189
H -4.065981 -3.967500 0.704385 0.0 -0.2 -0.2 0.436
C -2.963200 -3.247633 -1.000973 0.1 -0.3 -0.1 0.029
H -3.081857 -2.190321 -0.755853 -0.1 0.0 -0.1 -0.051
C -1.654594 -3.449367 -1.761659 -0.1 0.3 0.1 -0.957
H -1.664286 -2.793124 -2.635645 0.0 -0.1 -0.1 0.396
C -0.399460 -3.155334 -0.938388 0.1 -0.3 -0.2 0.007
C -0.088884 -4.247470 0.086695 -0.1 0.2 0.1 -0.728
H 0.980996 -4.251112 0.301611 0.0 -0.1 0.0 0.385
C -0.818933 -4.093325 1.426291 0.6 -0.2 0.2 -0.591
H -0.834773 -5.067470 1.935729 0.0 0.2 0.0 0.258
H -0.291062 -3.395498 2.076275 0.2 -0.2 0.0 0.361
H -0.333633 -5.216519 -0.353391 0.1 -0.1 0.0 0.383
H -0.499453 -2.190462 -0.439237 0.1 0.1 -0.1 -0.294
H 0.445374 -3.082808 -1.627195 0.0 0.1 0.1 0.434
H -1.604581 -4.478147 -2.127171 0.0 0.0 -0.1 0.348
H -3.795113 -3.536066 -1.647375 -0.1 0.1 0.0 0.406
H -2.850667 -5.114375 0.102726 0.0 0.0 0.1 0.462
H -0.223283 -0.914528 1.702592 0.1 0.0 0.0 0.507
C 2.070012 3.061214 -0.668946 -0.2 -0.1 0.2 0.563
O 2.134726 4.102570 -1.304444 0.0 0.3 -0.2 -0.775
N 3.135613 2.414496 -0.171730 0.2 -0.2 0.2 -0.101
H 2.973758 1.538734 0.321349 -0.1 0.1 -0.1 0.317
C 4.492806 2.850938 -0.420304 0.0 0.1 -0.3 -1.032
C 5.279443 1.790048 -1.115869 0.4 -0.1 0.9 0.441
C 6.156610 0.859742 -0.638690 -0.4 0.5 -0.1 -0.527
C 6.559759 0.085633 -1.753875 -0.2 0.0 -0.6 -0.336
C 5.892824 0.599662 -2.821444 0.6 -0.7 0.2 -0.444
O 5.116960 1.628018 -2.446098 -0.4 0.4 -0.1 -0.309
H 5.887854 0.334193 -3.860029 -0.1 0.0 -0.2 0.451
H 7.247269 -0.735018 -1.755226 0.1 -0.2 -0.1 0.414
H 6.478360 0.743850 0.375874 0.0 0.0 0.3 0.437
H 4.982437 3.099200 0.527117 0.0 0.0 -0.2 0.314
H 4.421501 3.746057 -1.045847 0.1 -0.1 0.2 0.435
H -0.157217 3.986646 -1.391143 -0.1 0.0 0.0 0.791
H -3.401163 3.690745 -0.436837 0.0 -0.1 -0.1 0.424
H -3.278248 2.769139 -1.951473 0.0 0.1 0.2 0.433

---

Entry 3:
60
Properties=species:S:1:pos:R:3:forces:R:3:mulliken_charge:R:1 method="wB97M-V/def2-TZVPD" gap_ev=8.391 smiles="COc1ccccc1N1CCN(C(=O)CCS(=O)(=O)c2ccc3c(c2)NC(=O)[C@H](C)S3)CC1" e_above_lowest_kj_mol=129.8
C -3.701204 -0.194915 1.967426 -0.1 0.2 0.3 -1.058
H -3.136254 0.649223 2.372828 -0.1 -0.1 0.0 0.369
H -3.979317 -0.884391 2.770093 0.0 0.0 0.0 0.378
H -4.607967 0.168875 1.483609 0.0 0.0 0.1 0.241
O -2.971748 -0.852038 0.953005 0.4 -0.2 -0.2 -0.172
C -1.792759 -1.466562 1.288774 0.0 0.0 0.0 0.879
C -1.283622 -1.461463 2.579445 -0.1 0.1 0.0 -0.718
C -0.098092 -2.107450 2.893483 0.1 0.0 0.0 -0.861
C 0.589313 -2.789411 1.909582 0.0 0.0 0.1 -0.330
C 0.098766 -2.792354 0.612780 -0.2 -0.1 0.2 -0.677
C -1.078577 -2.126118 0.262162 0.0 -0.1 0.2 0.440
N -1.466222 -2.174598 -1.071135 -0.1 0.2 0.0 0.082
C -2.817317 -2.020560 -1.531683 -0.2 0.0 0.0 -1.044
H -2.945018 -2.696759 -2.386314 -0.1 0.0 0.1 0.451
C -3.113756 -0.562880 -1.971198 -0.3 -0.1 0.0 -0.829
N -1.858909 0.089624 -2.263851 0.0 -0.3 -0.2 0.109
C -1.422446 1.266379 -1.772134 -0.2 0.1 -0.1 1.098
O -0.302557 1.687445 -2.011935 0.1 0.2 -0.1 -0.650
C -2.413972 2.067817 -0.937604 0.2 0.0 -0.1 -0.541
C -1.793366 3.361946 -0.459698 0.6 -0.4 0.4 -1.116
H -1.114720 3.787241 -1.193992 0.0 0.1 0.0 0.515
H -2.535392 4.094657 -0.154877 0.0 0.0 0.2 0.515
S -0.791346 3.052708 1.039454 0.0 0.5 0.2 1.246
O -1.456748 2.036101 1.822559 0.1 -0.3 -0.3 -0.561
O -0.572369 4.325404 1.675659 0.2 0.2 -0.3 -0.761
C 0.784592 2.417911 0.483197 -0.4 0.1 0.1 -0.405
C 1.069913 1.080501 0.642307 0.0 -0.1 0.1 -0.029
C 2.270966 0.572056 0.158496 0.0 0.6 -0.1 -0.594
C 3.165640 1.439694 -0.479184 0.1 -0.3 0.1 0.972
C 2.861035 2.788288 -0.618851 -0.2 -0.1 0.1 -0.854
C 1.665702 3.283396 -0.137234 0.0 0.1 0.0 -0.588
H 1.410906 4.326458 -0.227360 0.0 0.2 -0.1 0.486
H 3.567331 3.431292 -1.119876 0.1 0.1 0.0 0.451
S 4.667201 0.814483 -1.147629 -0.1 -0.3 0.0 -0.225
C 4.936355 -0.558102 0.026662 0.0 0.4 -0.1 0.128
C 5.312860 -0.032881 1.407526 0.0 -0.1 0.0 -1.213
H 4.509983 0.574305 1.822706 0.0 0.0 0.0 0.274
H 6.211543 0.575964 1.340998 0.0 0.0 0.0 0.344
H 5.502297 -0.869069 2.077835 0.0 -0.1 0.1 0.377
C 3.703836 -1.438141 0.114834 0.4 0.1 -0.2 0.281
O 3.765744 -2.647778 0.115762 0.1 -0.3 0.1 -0.650
N 2.520513 -0.789476 0.262354 -0.5 -0.1 0.1 0.395
H 1.724794 -1.381487 0.504515 0.3 0.2 -0.1 -0.295
H 5.754554 -1.145990 -0.393909 -0.2 0.0 0.0 0.407
H 0.353436 0.437170 1.130425 -0.1 -0.2 0.1 0.496
H -3.310274 2.263711 -1.530779 0.0 0.0 0.1 0.620
H -2.688834 1.485978 -0.055437 -0.2 -0.1 -0.1 -0.061
C -0.952096 -0.759594 -3.006692 0.2 0.1 -0.1 -1.068
C -0.488122 -1.930410 -2.110156 0.1 -0.1 -0.2 -0.278
H -0.350715 -2.829608 -2.726578 0.1 0.1 0.0 0.405
H 0.467805 -1.677452 -1.651621 0.0 0.0 0.0 -0.041
H -0.100663 -0.156298 -3.322025 -0.1 -0.1 0.0 0.398
H -1.479332 -1.129723 -3.891151 0.0 0.0 0.0 0.370
H -3.634431 -0.040786 -1.175623 0.0 0.0 -0.1 0.433
H -3.743916 -0.560401 -2.870067 0.0 0.0 0.1 0.328
H -3.508159 -2.325662 -0.749516 0.0 0.0 -0.1 0.404
H 0.623102 -3.352253 -0.147153 0.0 0.0 -0.1 0.452
H 1.501429 -3.321111 2.134151 0.1 0.0 0.0 0.444
H 0.271322 -2.079186 3.906517 0.0 0.0 0.1 0.398
H -1.800697 -0.923721 3.356101 -0.1 0.1 0.1 0.433

---

Entry 4:
60
Properties=species:S:1:pos:R:3:forces:R:3:mulliken_charge:R:1 method="wB97M-V/def2-TZVPD" charge=+3 gap_ev=4.310
Sc -0.610749 -0.455215 -1.138922 0.2 0.0 -0.1 -0.167
N -0.558594 -2.277757 1.613128 -0.4 -0.2 0.4 0.003
P -1.333288 -0.789712 1.409377 -0.1 0.8 0.8 0.931
C -1.430790 0.244120 2.897385 0.5 -0.7 -0.7 0.828
C -1.569946 -0.308231 4.165748 0.2 -0.7 -0.4 -0.104
C -1.641529 0.523892 5.257192 -0.2 -0.4 0.8 -0.763
C -1.627508 1.892612 5.076610 -0.1 0.4 0.3 -0.481
C -1.491795 2.448942 3.803814 -0.4 0.7 1.1 -0.841
C -1.381154 1.623283 2.717817 0.1 0.2 -1.0 -0.374
C -3.096031 -1.207934 1.120502 0.7 0.8 0.6 0.264
C -4.147626 -0.740687 1.841889 -0.6 -0.3 -0.7 -0.657
C -5.472139 -0.981764 1.343682 0.9 -0.4 0.1 -0.273
C -5.697637 -1.763041 0.181307 -0.2 0.6 0.4 -0.731
C -4.646016 -2.137575 -0.595690 0.3 -0.4 -0.1 -0.568
C -3.257111 -2.000910 -0.084629 -1.2 -1.1 0.0 0.316
C 0.391168 -2.821998 0.732420 -0.3 0.0 0.4 0.510
C 1.093766 -3.971228 1.100148 0.0 0.5 0.1 -0.880
C 2.058366 -4.451324 0.254032 -0.8 0.1 -0.3 -0.342
C 2.227491 -3.850462 -0.989371 0.3 -0.1 -0.1 -1.081
C 1.491561 -2.753893 -1.297011 -0.5 0.5 0.9 -0.425
N 0.574075 -2.209760 -0.439747 0.1 -0.1 0.0 0.288
H -0.775025 -2.856783 2.424267 0.2 0.2 -0.2 0.304
H -1.614181 -1.390591 4.276536 0.0 0.2 0.2 0.292
H -1.741866 0.099130 6.261497 0.0 0.2 -0.4 0.426
H -1.761740 2.509913 5.964013 0.2 0.1 -0.3 0.428
H -1.544937 3.533236 3.709592 0.2 -0.3 -0.2 0.424
H -1.303592 2.074993 1.722209 0.1 -0.3 0.3 0.342
H -4.037178 -0.162093 2.745033 0.2 0.1 0.1 0.566
H -6.274476 -0.538345 1.929754 -0.2 -0.2 -0.3 0.482
H -6.705899 -1.981308 -0.130490 -0.2 0.1 -0.1 0.497
H -4.801998 -2.667665 -1.536287 0.1 0.2 0.1 0.520
H -3.078176 -3.032242 0.336535 -0.1 0.1 -0.3 0.309
H 0.915961 -4.436075 2.051814 -0.1 -0.1 0.3 0.458
H 2.599310 -5.335138 0.494748 0.5 -0.5 0.3 0.491
H 2.931992 -4.263058 -1.679471 0.3 0.0 -0.4 0.465
H 1.595657 -2.193303 -2.190711 0.3 0.1 -1.0 0.788
O -2.269175 -1.805480 -1.061846 -0.6 0.1 -0.3 -0.041
O -2.523566 -0.455703 -1.578683 0.6 -0.1 0.0 -0.509
C 2.992389 3.797470 -1.885147 -0.2 0.3 0.1 -0.948
N 3.488684 2.636747 -1.190981 1.0 -0.7 0.5 0.142
C 4.341688 1.817083 -2.085010 -0.8 -0.2 1.0 -0.885
N 3.605389 1.437321 -3.275053 1.0 -0.4 -0.4 0.110
C 3.113121 2.610961 -3.994821 -0.2 0.2 0.6 -0.937
N 2.308060 3.459087 -3.119039 -0.3 0.4 0.0 0.101
C 1.032249 2.851405 -2.845588 0.2 0.0 -0.8 -0.915
P 1.309689 1.258911 -1.959659 -0.6 -1.1 0.6 1.362
C 2.455934 1.841620 -0.586249 -0.4 -0.1 0.0 -0.844
C 2.621934 0.428181 -3.020367 -0.3 0.5 -0.3 -0.775
H 3.793595 4.496824 -2.088651 0.3 0.0 0.0 0.263
H 2.278158 4.265020 -1.216885 -0.1 0.5 0.0 0.446
H 4.616742 0.921338 -1.496886 0.2 0.3 -0.5 0.393
H 5.217612 2.381857 -2.348201 0.4 0.2 -0.1 0.268
H 2.447198 2.299571 -4.787762 0.2 -0.2 -0.5 0.436
H 3.932211 3.205031 -4.400324 0.1 -0.2 0.1 0.283
H 0.567319 2.659148 -3.809227 -0.4 -0.2 0.0 0.457
H 0.388370 3.507821 -2.273470 -0.1 0.1 0.2 0.472
H 2.855210 0.978214 -0.037426 0.1 0.1 -0.3 0.423
H 1.858568 2.389680 0.148721 0.1 0.3 -0.2 0.510
H 2.242670 0.052453 -3.974445 -0.3 0.0 0.1 0.389
H 3.047586 -0.406590 -2.461717 0.1 0.0 0.0 0.554

---

| no. | HOMO level (eV) |
| --- | --- |
| 1 | -8.062 |
| 2 | -8.498 |
| 3 | -7.826 |
| 4 | -15.801 |